This record from the Open Molecules 2025 dataset describes a cluster of 6 separate species, C31H71Br3 in total in a non-equilibrium geometry. The level of theory is ωB97M-V/def2-TZVPD.

Last column: Löwdin charge in e.
Element x y z (Å)
Br  0.1829  -1.2019  -1.1553  0.486
C  0.4779  0.7500  -0.7592  -1.543
Br  1.7533  1.5131  -2.0381  0.529
Br  1.0112  1.0298  1.0907  0.542
H  -0.4929  1.2103  -0.9429  -0.028
C  3.4621  -8.5544  -1.4378  -0.124
C  2.7709  -9.7081  -2.2029  -0.240
C  2.6970  -9.4021  -3.7284  -0.232
C  1.6974  -8.3321  -4.0500  -0.222
C  2.2891  -6.9521  -4.4994  -0.254
C  1.2905  -5.7996  -4.7090  -0.120
H  2.8618  -7.6527  -1.3168  0.064
H  4.4505  -8.2372  -1.7704  0.070
H  3.5780  -8.8891  -0.4070  0.060
H  3.3619  -10.6159  -2.0811  0.094
H  1.8490  -9.8786  -1.6467  0.101
H  2.5819  -10.3142  -4.3140  0.100
H  3.6831  -9.1189  -4.0966  0.106
H  1.1086  -8.7481  -4.8675  0.106
H  1.0263  -8.0833  -3.2279  0.107
H  3.0084  -6.5624  -3.7791  0.093
H  2.8962  -7.0935  -5.3936  0.099
H  1.7937  -4.8757  -4.9942  0.064
H  0.5955  -5.9167  -5.5405  0.063
H  0.6779  -5.6422  -3.8213  0.066
C  3.0558  2.7612  6.6993  -0.120
C  1.7292  2.8185  7.4871  -0.273
C  1.8472  3.7321  8.7009  -0.224
C  0.4518  4.2300  9.1982  -0.209
C  0.5185  5.2915  10.3280  -0.279
C  0.4084  4.8132  11.7505  -0.130
H  3.8912  2.4825  7.3415  0.070
H  3.2666  3.7667  6.3350  0.066
H  2.9277  2.1009  5.8416  0.064
H  1.0283  3.2752  6.7882  0.101
H  1.4019  1.7922  7.6534  0.104
H  2.3671  4.6379  8.3886  0.105
H  2.3600  3.3211  9.5705  0.113
H  -0.0719  4.7638  8.4052  0.101
H  -0.1078  3.3271  9.4428  0.108
H  1.3847  5.9345  10.1721  0.103
H  -0.3366  5.9634  10.2534  0.096
H  1.1820  4.0888  12.0052  0.067
H  0.4062  5.6206  12.4828  0.070
H  -0.5191  4.2502  11.8549  0.070
C  2.5011  6.2106  0.8965  -0.121
C  1.6568  6.5289  -0.3112  -0.281
C  2.4219  7.4427  -1.2921  -0.221
C  1.6177  7.8093  -2.5598  -0.213
C  1.3959  6.6827  -3.6113  -0.271
C  0.2843  7.0049  -4.5940  -0.125
H  2.0169  5.4996  1.5660  0.068
H  2.7870  7.1541  1.3615  0.076
H  3.3605  5.6557  0.5201  0.072
H  1.3701  5.6033  -0.8105  0.094
H  0.7086  6.9870  -0.0296  0.107
H  3.3910  7.0195  -1.5566  0.108
H  2.7228  8.3730  -0.8102  0.104
H  0.6620  8.2170  -2.2303  0.104
H  2.1054  8.5988  -3.1315  0.103
H  2.3131  6.3750  -4.1133  0.105
H  1.1093  5.7665  -3.0951  0.088
H  0.1546  6.1446  -5.2507  0.068
H  -0.6551  7.1671  -4.0655  0.070
H  0.4498  7.9281  -5.1492  0.070
C  -3.9847  -3.3735  -10.9352  -0.112
C  -3.1137  -2.8641  -9.7423  -0.266
C  -3.0132  -1.3532  -9.8223  -0.223
C  -1.9238  -0.7823  -8.8347  -0.219
C  -2.1514  -1.0644  -7.3627  -0.270
C  -1.4265  -0.0218  -6.3681  -0.089
H  -4.2731  -4.4237  -10.8907  0.060
H  -3.5910  -3.2301  -11.9415  0.066
H  -4.9153  -2.8071  -10.9708  0.063
H  -3.4885  -3.1838  -8.7699  0.100
H  -2.1028  -3.2655  -9.8129  0.104
H  -3.9936  -0.9027  -9.6671  0.110
H  -2.6880  -1.1222  -10.8367  0.104
H  -0.9312  -1.1910  -9.0240  0.110
H  -1.9355  0.3075  -8.8527  0.099
H  -3.2111  -0.9831  -7.1207  0.095
H  -1.9602  -2.0935  -7.0585  0.096
H  -1.5589  1.0269  -6.6342  0.060
H  -1.9289  -0.2438  -5.4266  0.056
H  -0.3558  -0.2118  -6.2931  0.059
C  -3.6781  0.4802  2.6963  -0.102
C  -3.7875  -0.0663  4.1571  -0.252
C  -2.6246  -0.9194  4.7346  -0.226
C  -2.9484  -1.7321  5.9704  -0.266
C  -1.7996  -2.5236  6.5305  -0.268
C  -2.2819  -3.5364  7.6047  -0.113
H  -3.3184  -0.2840  2.0073  0.063
H  -3.0207  1.3462  2.6189  0.059
H  -4.6713  0.7964  2.3775  0.062
H  -3.9933  0.7458  4.8545  0.101
H  -4.6507  -0.7312  4.1860  0.095
H  -1.8361  -0.2042  4.9687  0.111
H  -2.3684  -1.6722  3.9891  0.113
H  -3.4592  -1.1784  6.7582  0.118
H  -3.7516  -2.4198  5.7056  0.109
H  -1.1010  -2.9888  5.8350  0.108
H  -1.1169  -1.8349  7.0281  0.099
H  -2.8282  -4.3193  7.0788  0.065
H  -1.4622  -4.0460  8.1111  0.062
H  -2.9321  -3.1924  8.4091  0.068

Properties
Total charge ... 0
2S+1 ... 1
Orbital gap ... 10.0 eV
Energy ... -243424.7357 eV
SMILES string ... BrC(Br)Br.CCCCCC.CCCCCC.CCCCCC.CCCCCC.CCCCCC

This record from the Open Molecules 2025 dataset describes a cluster of 12 separate species, C31H71N5O21S7 in total in a non-equilibrium geometry. The level of theory is ωB97M-V/def2-TZVPD.

Last column: Löwdin charge in e.
Element x y z (Å)
C  4.8557  1.1145  -3.1658  -0.053
C  5.4726  0.1904  -2.0786  -0.253
O  4.5694  -0.9235  -1.8503  -0.289
S  5.0053  -1.9614  -0.5749  0.685
C  6.5688  -2.6574  -1.2468  -0.094
O  5.3734  -1.1519  0.5822  -0.317
O  4.0621  -3.0627  -0.4994  -0.280
H  3.9250  1.5666  -2.8230  0.045
H  4.6463  0.4705  -4.0199  0.060
H  5.5739  1.8753  -3.4714  0.083
H  6.4039  -0.2699  -2.4084  0.105
H  5.5015  0.7236  -1.1284  0.103
H  7.3412  -2.2496  -0.5947  0.068
H  6.6762  -2.5049  -2.3207  0.068
H  6.4131  -3.7301  -1.1316  0.064
C  3.1446  4.4917  -2.8011  -0.052
C  1.9378  3.9912  -3.6056  -0.311
O  1.7255  4.8509  -4.7194  -0.275
S  0.1853  4.7881  -5.4863  0.728
C  -0.7785  5.7421  -4.2045  -0.088
O  0.2912  5.5477  -6.7210  -0.285
O  -0.2538  3.3793  -5.4563  -0.335
H  3.9852  4.3758  -3.4854  0.081
H  3.2199  3.8661  -1.9117  0.064
H  2.9827  5.5199  -2.4776  0.078
H  2.2065  3.0245  -4.0315  0.084
H  1.0300  3.8569  -3.0174  0.077
H  -0.0435  6.4479  -3.8175  0.065
H  -1.1318  5.0795  -3.4144  0.022
H  -1.6076  6.3028  -4.6360  0.068
C  -7.9559  -1.7757  -1.5555  -0.054
C  -7.5330  -0.5764  -0.6969  -0.271
O  -6.5558  -0.9759  0.2775  -0.280
S  -6.3417  0.0294  1.6097  0.694
C  -5.6363  1.4151  0.8181  -0.131
O  -7.6869  0.3521  2.0900  -0.299
O  -5.2824  -0.5506  2.4891  -0.315
H  -8.5686  -2.4255  -0.9305  0.078
H  -7.1650  -2.4602  -1.8622  0.045
H  -8.5503  -1.5854  -2.4492  0.082
H  -7.1907  0.2555  -1.3125  0.109
H  -8.3634  -0.1202  -0.1581  0.108
H  -4.8442  1.0037  0.1925  0.052
H  -5.2748  2.1336  1.5538  0.082
H  -6.4199  1.9500  0.2815  0.078
C  -0.9229  -4.7711  3.4393  -0.053
C  0.5072  -4.6719  3.8832  -0.312
O  1.0119  -3.4857  3.3491  -0.275
S  2.5395  -3.0128  3.8072  0.685
C  2.6252  -1.7564  2.5106  -0.100
O  2.4710  -2.3752  5.1123  -0.296
O  3.5082  -4.0870  3.5849  -0.289
H  -1.4885  -4.0101  3.9770  0.079
H  -1.3466  -5.7224  3.7611  0.084
H  -1.1038  -4.6331  2.3733  0.058
H  0.5243  -4.6943  4.9728  0.111
H  1.1825  -5.4866  3.6217  0.119
H  1.6935  -1.2005  2.6159  0.063
H  2.7385  -2.2242  1.5326  0.052
H  3.4739  -1.1053  2.7203  0.050
C  -4.4745  -2.4814  -1.8392  -0.067
C  -3.1164  -2.9216  -2.3186  -0.299
O  -2.2140  -2.9819  -1.2193  -0.275
S  -1.1500  -4.2987  -1.2394  0.687
C  -2.2219  -5.5743  -0.5398  -0.105
O  -0.8038  -4.6898  -2.6131  -0.303
O  -0.0477  -3.9473  -0.3225  -0.302
H  -5.1496  -2.2627  -2.6666  0.080
H  -4.4731  -1.5781  -1.2291  0.072
H  -4.9558  -3.2861  -1.2835  0.084
H  -3.1934  -3.8175  -2.9347  0.114
H  -2.7191  -2.2169  -3.0490  0.115
H  -3.0269  -5.8394  -1.2252  0.071
H  -2.6179  -5.1601  0.3874  0.068
H  -1.5972  -6.4658  -0.4847  0.077
C  0.9133  0.3980  -1.8497  -0.036
C  0.3028  -0.3289  -0.6694  -0.283
O  -0.0643  0.5699  0.3377  -0.277
S  -1.6221  0.7574  0.6709  0.641
C  -1.8477  -0.7370  1.7440  -0.065
O  -1.7002  1.9290  1.5595  -0.307
O  -2.4555  0.6302  -0.5168  -0.301
H  0.2196  1.1948  -2.1181  0.057
H  1.0689  -0.3267  -2.6488  0.087
H  1.8409  0.9570  -1.7259  0.062
H  -0.5721  -0.9264  -0.9252  0.092
H  0.9582  -1.1109  -0.2859  0.119
H  -1.6096  -1.6125  1.1399  0.055
H  -2.9079  -0.6774  1.9899  0.041
H  -1.1746  -0.6366  2.5955  0.037
C  2.6300  1.5769  1.4106  -0.044
C  3.9543  2.0297  2.1207  -0.263
O  4.2356  1.0962  3.1600  -0.293
S  5.5643  1.4416  4.1537  0.717
C  6.8760  0.8516  3.0075  -0.099
O  5.6059  2.9307  4.2904  -0.323
O  5.5384  0.5424  5.2915  -0.281
H  2.2571  2.3906  0.7887  0.060
H  1.8889  1.2897  2.1565  0.083
H  2.8179  0.6798  0.8205  0.060
H  4.8325  2.2858  1.5281  0.107
H  3.6976  2.9744  2.5999  0.103
H  6.5722  -0.1729  2.7922  0.055
H  7.8484  0.9014  3.4974  0.073
H  6.7971  1.4716  2.1145  0.055
C  0.2916  4.5491  1.0527  -0.046
C  -0.3744  4.1471  -0.2025  -0.232
N  -0.8302  3.8485  -1.2176  0.176
H  0.4503  3.6939  1.7096  0.065
H  -0.3147  5.2841  1.5821  0.093
H  1.3321  4.7642  0.8094  0.079
C  0.0542  0.0894  -5.7926  -0.054
C  1.4659  0.5004  -5.7607  -0.260
N  2.5520  0.9035  -5.7343  0.148
H  0.0370  -0.9760  -6.0223  0.086
H  -0.3780  0.6496  -6.6218  0.088
H  -0.4232  0.3394  -4.8452  0.046
C  -3.4203  1.2004  4.6030  -0.077
C  -3.6640  0.5620  5.8967  -0.292
N  -3.8779  0.0214  6.8777  0.120
H  -2.7192  0.5899  4.0339  0.035
H  -2.9015  2.1533  4.7072  0.083
H  -4.3781  1.4674  4.1566  0.071
C  0.1823  -2.3480  7.0758  -0.052
C  -0.3445  -1.5286  5.9764  -0.256
N  -0.6654  -0.8420  5.1176  0.170
H  1.2717  -2.3297  7.0430  0.068
H  -0.2337  -3.3537  7.0162  0.079
H  -0.1987  -1.8750  7.9809  0.086
C  -2.3652  1.7748  -3.6428  -0.081
C  -3.7080  2.1877  -3.0637  -0.245
N  -4.7646  2.4799  -2.7121  0.119
H  -2.1412  0.7290  -3.4326  0.057
H  -1.5272  2.4327  -3.4128  0.031
H  -2.4386  1.9107  -4.7218  0.068

Properties
Total charge ... 0
2S+1 ... 1
Orbital gap ... 10.8 eV
Energy ... -159586.5578 eV
SMILES string ... CCOS(C)(=O)=O.CCOS(C)(=O)=O.CCOS(C)(=O)=O.CCOS(C)(=O)=O.CCOS(C)(=O)=O.CCOS(C)(=O)=O.CCOS(C)(=O)=O.CC#N.CC#N.CC#N.CC#N.CC#N

The highest orbital gap belongs to which entry? C31H71N5O21S7